Formula: C10H17N2Si
Source: the OMol25 dataset
Level of theory: ωB97M-V/def2-TZVPD

## Properties
LUMO = -3.07 eV
relative energy (zero: lowest compared OMol25 entry of this formula, charge and spin) = 273.9 kJ/mol
frontier orbital gap = 9.371 eV
SMILES = C/N=C(/c1ccccc1)[C@H]([SiH3])[NH2+]C

Geometry as ORCA input:
```
! RIJCOSX wB97M-V def2-TZVPD def2/J DEFGRID3
* xyz 1 1
C 1.657 2.553 -0.907
N 0.328 2.063 -0.781
C 0.001 0.923 -0.345
C -1.415 0.480 -0.475
C -2.468 1.219 0.177
C -3.771 0.830 -0.043
C -4.003 -0.239 -0.914
C -2.965 -1.101 -1.304
C -1.659 -0.751 -1.068
C 1.065 -0.065 0.299
Si 2.144 -0.849 -1.130
N 0.367 -1.011 1.149
C 1.196 -1.254 2.321
H 1.826 3.075 -1.850
H 2.533 1.887 -0.668
H 1.870 3.397 -0.139
H -2.289 2.048 0.805
H -4.596 1.489 0.167
H -5.036 -0.493 -1.168
H -3.165 -1.812 -2.074
H -0.810 -1.153 -1.624
H 1.644 0.609 1.021
H 1.517 -0.440 -2.290
H 3.410 -0.228 -0.749
H 2.345 -2.208 -1.006
H 0.231 -1.884 0.588
H -0.541 -0.747 1.382
H 1.021 -2.174 2.879
H 2.176 -1.309 1.908
H 1.341 -0.511 3.221
*
```



Formula: C4H5BrO3
Source: the OMol25 dataset
Level of theory: ωB97M-V/def2-TZVPD

## Properties
LUMO = -0.13 eV
relative energy (zero: lowest compared OMol25 entry of this formula, charge and spin) = 175.8 kJ/mol
frontier orbital gap = 9.571 eV

Geometry as ORCA input:
```
! RIJCOSX wB97M-V def2-TZVPD def2/J DEFGRID3
* xyz 0 1
C 1.567 -0.499 -0.234
C -0.482 1.267 -0.610
C 0.309 -1.236 -0.155
C -1.038 0.092 0.353
O 1.951 -0.039 -1.244
O 0.026 2.188 -0.014
O -1.033 0.436 1.665
Br -2.618 -0.906 -0.190
H 1.979 -0.116 0.810
H -0.492 0.985 -1.691
H 0.255 -1.968 0.655
H 0.103 -1.555 -1.157
H -0.528 1.350 1.813
*
```



Formula: C6H9N
Source: the OMol25 dataset
Level of theory: ωB97M-V/def2-TZVPD

## Properties
LUMO = 1.03 eV
relative energy (zero: lowest compared OMol25 entry of this formula, charge and spin) = 233.1 kJ/mol
frontier orbital gap = 10.379 eV
SMILES = C1=NCC2(C1)CC2

Geometry as ORCA input:
```
! RIJCOSX wB97M-V def2-TZVPD def2/J DEFGRID3
* xyz 0 1
C 1.038 0.690 -1.361
N 1.450 -0.521 -1.337
C 1.038 -1.084 -0.023
C -0.062 -0.091 0.342
C 0.662 1.220 -0.021
C -1.216 -0.063 1.268
C -1.454 -0.450 -0.165
H 0.819 1.206 -2.285
H 1.822 -1.129 0.741
H 0.720 -2.113 -0.214
H 0.085 2.134 0.130
H 1.621 1.361 0.530
H -1.528 0.951 1.506
H -1.325 -0.783 2.062
H -1.637 -1.514 -0.344
H -2.033 0.187 -0.830
*
```



Formula: C5H6O2
Source: the OMol25 dataset
Level of theory: ωB97M-V/def2-TZVPD

## Properties
LUMO (alpha / beta) = 0.51 / 0.51 eV
relative energy (zero: lowest compared OMol25 entry of this formula, charge and spin) = 448.6 kJ/mol
frontier orbital gap (alpha / beta) = 7.412 / 7.414 eV

Geometry as ORCA input:
```
! RIJCOSX wB97M-V def2-TZVPD def2/J DEFGRID3
* xyz 0 1
C -1.194 -1.219 0.975
C -0.222 -0.231 0.412
O 0.657 -0.943 -0.547
C 1.734 -0.390 -0.883
O 2.102 0.773 -0.462
C -0.613 1.017 -0.083
C -0.745 2.183 -0.437
H -1.854 -0.683 1.663
H -0.697 -2.009 1.549
H -1.827 -1.697 0.212
H 1.370 1.112 0.122
H 2.419 -0.921 -1.536
H -1.130 3.010 -0.986
*
```



Formula: C2H2BeFO
Source: the OMol25 dataset
Level of theory: ωB97M-V/def2-TZVPD

## Properties
LUMO (alpha / beta) = 0.65 / -0.19 eV
relative energy (zero: lowest compared OMol25 entry of this formula, charge and spin) = 0.0 kJ/mol
frontier orbital gap (alpha / beta) = 7.572 / 8.944 eV

Geometry as ORCA input:
```
! RIJCOSX wB97M-V def2-TZVPD def2/J DEFGRID3
* xyz 0 2
C 0.193 -0.393 -0.668
C -0.282 0.702 -0.043
O 0.072 0.830 1.223
H 0.508 -0.558 -1.692
F 0.199 -1.550 0.125
H -0.425 1.611 -0.645
Be -0.264 -0.641 1.702
*
```



Formula: C4H10N2OS
Source: the OMol25 dataset
Level of theory: ωB97M-V/def2-TZVPD

## Properties
LUMO = 0.69 eV
relative energy (zero: lowest compared OMol25 entry of this formula, charge and spin) = 297.6 kJ/mol
frontier orbital gap = 9.107 eV
SMILES = C/N=C(/NO)[C@@H](C)S

Geometry as ORCA input:
```
! RIJCOSX wB97M-V def2-TZVPD def2/J DEFGRID3
* xyz 0 1
C -1.621 1.367 -0.813
N -1.541 0.004 -0.492
C -0.433 -0.524 -0.122
N -0.454 -1.847 0.156
O -1.662 -2.476 0.090
C 0.914 0.145 -0.144
C 1.372 0.534 1.308
S 2.016 -1.063 -0.991
H -2.681 1.678 -0.800
H -1.182 1.561 -1.795
H -1.078 1.952 -0.053
H 0.069 -2.272 0.900
H -2.144 -1.849 -0.496
H 0.897 1.133 -0.651
H 2.066 1.368 1.255
H 0.492 0.813 1.906
H 1.878 -0.288 1.800
H 3.093 -0.236 -1.060
*
```



Formula: C44H43FeN8O2
Source: the OMol25 dataset
Level of theory: ωB97M-V/def2-TZVPD

## Properties
LUMO (alpha / beta) = 0.51 / 0.42 eV
relative energy (zero: lowest compared OMol25 entry of this formula, charge and spin) = 80.5 kJ/mol
frontier orbital gap (alpha / beta) = 4.713 / 7.606 eV

Geometry as ORCA input:
```
! RIJCOSX wB97M-V def2-TZVPD def2/J DEFGRID3
* xyz 0 6
Fe -0.308 0.230 -0.891
C 3.488 2.698 1.563
C 3.129 3.872 0.903
C 2.501 3.786 -0.321
C 2.191 2.555 -0.934
C 2.597 1.362 -0.278
C 3.240 1.481 0.962
C 1.425 2.615 -2.183
C 1.760 3.592 -3.136
C 1.015 3.759 -4.275
C -0.171 2.978 -4.447
C -1.067 3.178 -5.503
C -2.219 2.418 -5.620
C -2.482 1.426 -4.681
C -1.606 1.201 -3.636
C -0.441 1.974 -3.476
N 0.367 1.766 -2.395
H 3.988 2.741 2.523
H 3.325 4.839 1.349
H 2.196 4.696 -0.824
H 3.604 0.589 1.452
H 2.650 4.188 -2.977
H 1.300 4.474 -5.036
H -0.847 3.956 -6.225
H -2.908 2.592 -6.437
H -3.387 0.835 -4.762
H -1.809 0.424 -2.907
C -4.476 -1.975 -1.676
C -3.100 -1.456 -1.407
N -2.851 -0.509 -0.574
O -3.976 -0.091 0.131
C -1.953 -2.002 -2.153
C -2.073 -2.914 -3.333
N -0.812 -1.570 -1.727
O 0.341 -1.786 -2.253
H -5.209 -1.404 -1.113
H -4.553 -3.027 -1.395
H -4.695 -1.901 -2.742
H -3.606 0.575 0.724
H -2.656 -3.807 -3.101
H -1.066 -3.203 -3.627
H -2.544 -2.398 -4.173
C 1.481 -1.505 5.859
C 1.403 -2.707 4.958
C 1.452 -3.996 5.469
C 1.380 -5.108 4.643
C 1.230 -4.933 3.278
C 1.157 -3.656 2.745
C 1.260 -2.540 3.573
N 1.190 -1.227 3.074
C 1.196 -0.853 1.733
N 2.215 -1.382 1.024
C 2.596 -1.206 -0.331
C 2.625 0.047 -0.977
C 2.940 0.045 -2.343
C 3.277 -1.106 -3.018
C 3.353 -2.305 -2.329
C 3.016 -2.367 -0.990
C 3.123 -3.685 -0.264
N 0.352 0.005 1.265
C -0.675 0.485 2.118
C -0.563 1.786 2.605
C -1.553 2.341 3.395
C -2.681 1.595 3.708
C -2.793 0.297 3.234
C -1.802 -0.284 2.445
C -1.965 -1.698 1.954
H 1.732 -1.807 6.874
H 0.524 -0.975 5.897
H 2.238 -0.801 5.508
H 1.550 -4.127 6.540
H 1.429 -6.103 5.067
H 1.150 -5.791 2.623
H 0.976 -3.524 1.686
H 0.696 -0.573 3.664
H 2.705 -2.118 1.507
H 2.976 0.988 -2.866
H 3.509 -1.070 -4.074
H 3.665 -3.209 -2.838
H 3.559 -4.432 -0.924
H 2.148 -4.054 0.059
H 3.770 -3.612 0.616
H 0.330 2.349 2.358
H -1.450 3.354 3.764
H -3.464 2.019 4.322
H -3.668 -0.293 3.480
H -3.020 -1.926 1.803
H -1.572 -2.410 2.683
H -1.447 -1.846 1.006
N -1.899 4.363 -0.402
C -3.094 3.830 -0.821
C -2.911 2.482 -0.819
N -1.631 2.189 -0.410
C -1.051 3.341 -0.171
H -1.685 5.341 -0.326
H -3.947 4.437 -1.066
H -3.604 1.709 -1.102
H -0.031 3.472 0.145
*
```



Formula: C17H24N4O2PdS
Source: the OMol25 dataset
Level of theory: ωB97M-V/def2-TZVPD

## Properties
LUMO = 5.10 eV
frontier orbital gap = 5.083 eV

Geometry as ORCA input:
```
! RIJCOSX wB97M-V def2-TZVPD def2/J DEFGRID3
* xyz -2 1
Pd 0.740 -0.148 0.363
C 4.923 0.028 -1.138
C 3.378 0.010 -1.223
O 2.805 -0.906 -0.568
C 2.830 0.984 -2.044
C 1.445 1.195 -2.291
C 1.016 2.208 -3.340
N 0.544 0.496 -1.670
N -0.763 0.647 -2.044
C -1.538 -0.327 -1.578
O -1.184 -1.356 -0.939
C -2.960 -0.191 -1.996
C -3.894 -1.178 -1.667
C -5.191 -1.107 -2.132
C -5.595 -0.046 -2.928
C -4.684 0.957 -3.236
C -3.386 0.887 -2.777
H 5.267 -0.854 -0.599
H 5.255 0.921 -0.605
H 5.365 0.029 -2.136
H 3.517 1.654 -2.555
H 1.833 2.873 -3.625
H 0.194 2.794 -2.928
H 0.640 1.698 -4.228
H -3.570 -1.996 -1.040
H -5.906 -1.884 -1.888
H -6.608 -0.007 -3.314
H -5.010 1.792 -3.849
H -2.660 1.653 -3.005
C -1.333 -1.433 2.039
N -0.365 -0.967 3.015
C -1.007 -0.306 4.133
C 0.633 -0.125 2.397
S 0.084 1.488 1.925
N 1.823 -0.113 3.220
C 2.144 -1.345 3.899
C 2.970 0.401 2.499
H -1.979 -2.183 2.506
H -0.788 -1.889 1.199
H -1.956 -0.609 1.646
H -1.641 0.531 3.805
H -0.235 0.098 4.787
H -1.624 -1.021 4.691
H 1.265 -1.711 4.423
H 2.934 -1.140 4.632
H 2.494 -2.132 3.215
H 2.664 1.303 1.967
H 3.355 -0.322 1.766
H 3.759 0.651 3.216
*
```